No. 1
# C16H20NO2Tl

A molecular structure, C16H20NO2Tl in a non-equilibrium geometry (ωB97M-V/def2-TZVPD, OMol25).

- energy relative to the best compared isomer or geometry (same formula, charge and spin) (kcal per mole) = 253.2
- electronic energy (a.u.) = -998.8147
- orbital gap (spin up / spin down) (eV) = 2.7 / 2.7
- total charge = -2
- HOMO level (spin up / spin down) (eV) = 2.08 / 2.08
- max |F| (eV Å⁻¹) = 16.8

Geometry as XYZ:
```
40
Properties=species:S:1:pos:R:3:forces:R:3:lowdin_charge:R:1
C 0.694705 -1.653400 2.869638 2.30 -6.19 0.38 -0.28
O 0.000005 0.000000 5.829538 0.03 -0.89 -4.13 -0.07
C -1.169995 -2.104400 1.642038 -0.66 -1.49 0.79 -0.18
H -0.495395 -1.749700 -2.606062 0.05 -0.20 0.10 0.05
H 0.934905 1.299000 -4.023162 0.24 0.05 -0.02 0.05
H 0.150105 3.020000 0.756638 -0.12 0.19 -0.07 0.09
H 2.121805 -2.236200 1.268638 0.13 0.10 -0.07 0.10
C -0.285695 -1.086600 -3.444262 -0.25 0.78 0.23 -0.19
C 1.279505 1.405200 -0.254662 1.16 0.72 -1.08 -0.19
C -2.013395 0.490400 -2.396162 1.27 -0.17 -0.26 -0.27
C 1.498205 1.757400 1.985638 1.21 1.54 -0.03 -0.21
H -0.784595 -1.525600 -4.321563 -0.27 -0.71 -0.84 0.01
O -1.134095 -0.023900 -0.203062 -4.24 -0.45 -5.25 -0.31
H 1.335805 -1.338600 3.674738 0.69 -1.17 -0.49 0.10
C 0.865005 2.218700 0.804838 0.62 1.21 0.14 -0.20
H -2.643395 1.243200 -2.879862 -0.59 0.53 -0.18 0.06
H -1.327595 -1.315400 3.702938 -0.80 -1.32 -0.39 0.10
C -0.711595 -1.655500 2.891638 -2.47 -5.89 0.29 -0.28
H -2.597295 -0.433000 -2.353362 -0.20 -0.25 0.07 0.09
H -0.067895 -2.703000 -0.186062 -0.02 0.12 -0.16 0.10
C 1.106005 -2.113700 1.599938 0.54 -1.49 1.06 -0.19
H -0.576995 1.621600 -4.848862 -0.26 0.46 -1.09 0.00
C -0.756295 0.290400 -3.165362 0.53 0.14 1.18 -0.46
H 0.934005 1.456900 -1.272862 -0.15 -0.16 -0.16 0.09
H 2.601105 -0.372900 -0.304762 -0.02 -0.10 -0.07 0.10
N 0.000005 0.000000 3.243038 -0.34 8.29 14.62 -0.10
H -1.241495 1.906000 -0.955262 0.15 0.14 -0.14 0.09
H -2.196695 -2.135400 1.324038 -0.12 0.03 -0.10 0.10
Tl 0.000005 0.000000 1.243038 -0.02 2.35 0.21 0.87
C -1.788195 0.958200 -0.954162 -0.21 -0.01 0.26 -0.32
H -0.263395 2.373700 -3.298762 0.07 0.21 0.02 0.05
H 1.345405 2.154300 2.973238 -0.02 -0.03 0.06 0.09
C -0.133595 1.444700 -3.857062 -0.42 -0.71 0.57 -0.21
C 2.134905 0.413400 0.263138 1.37 0.91 -0.67 -0.19
C 2.299205 0.663400 1.647538 1.34 0.66 -0.04 -0.21
C 0.000005 0.000000 4.558638 -0.05 3.69 -4.34 -0.32
C -0.047795 -2.387900 0.842738 -0.18 -0.89 -0.63 -0.18
H 2.901605 0.086200 2.326338 -0.06 -0.14 0.12 0.10
H 0.785205 -1.121400 -3.651262 0.24 -0.08 -0.02 0.05
H -2.752095 1.153900 -0.471362 -0.49 0.22 0.11 0.09
```
Positions in Å, forces in eV/Å.

***

No. 2
# C31H48BO29S6

A molecular structure, C31H48BO29S6 in a non-equilibrium geometry (ωB97M-V/def2-TZVPD, OMol25).

- energy relative to the best compared isomer or geometry (same formula, charge and spin) (kcal per mole) = 0.0
- electronic energy (a.u.) = -5806.2305
- orbital gap (eV) = 8.3
- total charge = -1
- HOMO level (eV) = -7.19
- max |F| (eV Å⁻¹) = 2.0

Geometry as XYZ:
```
115
Properties=species:S:1:pos:R:3:forces:R:3:lowdin_charge:R:1
H -3.996028 -17.531324 -8.760420 0.12 0.14 0.00 0.10
H -5.143564 -19.296486 -9.872302 -0.15 -0.13 -0.32 0.10
H -3.548802 -21.968809 -15.200649 -0.18 0.16 0.15 0.08
C -12.472537 -10.914616 -14.366470 -0.39 0.25 1.51 -0.11
O -2.021166 -19.397918 -18.169586 0.67 -1.24 -0.11 -0.20
H -5.051912 -11.577648 -16.227287 0.15 -0.45 -0.07 0.07
H -11.210974 -14.181027 -9.632870 0.05 -0.07 0.02 0.12
H -6.992172 -11.569935 -20.877383 0.08 -0.29 0.21 0.08
C -10.546877 -13.487335 -17.624718 0.57 -0.31 -0.57 -0.15
C -4.244248 -16.091039 -11.821695 -0.28 -0.43 -0.30 -0.11
C -10.748202 -13.128097 -11.480049 0.92 -0.33 -0.02 -0.06
H -5.631305 -16.957120 -17.389656 0.43 0.05 0.31 0.13
S -11.364113 -9.453651 -12.756691 -0.21 -0.01 -1.13 0.56
O -13.311437 -11.780042 -17.645555 0.00 0.33 0.24 -0.22
C -7.063716 -14.257954 -10.786123 -0.46 -0.18 -0.08 -0.10
H -3.363429 -15.444274 -9.973770 -0.19 0.07 0.02 0.10
O -10.384171 -9.994382 -13.903059 0.22 0.36 0.27 -0.17
C -6.065181 -11.950395 -16.088731 -0.10 2.02 -0.02 -0.10
S -12.659878 -12.622953 -18.581250 0.37 0.33 0.76 0.57
S -5.170321 -24.913986 -13.460150 0.64 0.48 -0.01 0.55
H -7.947712 -25.327562 -15.231143 0.00 0.26 -0.11 0.10
S -8.031016 -14.466854 -9.313119 0.24 0.26 -0.35 0.56
S -2.660951 -18.169673 -17.980459 -0.83 0.20 -0.34 0.55
O -4.900612 -24.187222 -14.838570 -0.15 0.15 0.37 -0.27
H -8.423130 -22.856074 -15.015143 0.10 0.11 0.17 0.08
C -7.907563 -14.974436 -14.273243 0.31 0.00 0.21 -0.39
C -9.350225 -25.868982 -13.751511 0.20 0.18 0.61 -0.10
H -6.275673 -23.157953 -15.862010 -0.26 0.40 0.16 0.11
O -11.935033 -13.809738 -17.812298 -0.22 -0.07 -0.06 -0.17
O -3.149021 -17.647579 -19.398161 -0.17 0.10 0.01 -0.19
O -7.001135 -11.236659 -18.473100 -0.34 -0.33 0.02 -0.28
C -8.694189 -24.937920 -14.547095 -0.02 -0.31 -0.14 -0.10
C -8.928989 -23.577618 -14.390591 0.00 -0.56 0.16 -0.09
H -5.652875 -19.129866 -12.371907 -0.10 -0.05 0.14 0.10
H -4.132398 -15.159455 -12.361919 0.41 0.00 0.06 0.11
H -9.739542 -22.117876 -13.101287 -0.45 0.00 -0.06 0.09
O -7.331500 -13.963121 -13.974492 -0.38 0.14 -0.10 0.13
H -11.633573 -13.459396 -12.019078 -0.02 0.01 0.00 0.09
H -9.972509 -14.413078 -17.618378 -0.24 -0.10 0.40 0.14
C -5.974475 -11.249656 -20.646259 -0.46 0.45 -0.42 -0.06
C -10.399261 -14.087032 -10.354567 -0.41 0.48 0.10 -0.23
C -10.534363 -24.089637 -12.656067 0.61 0.59 0.09 -0.10
H -10.140664 -15.078468 -10.718583 -0.04 -0.03 -0.04 0.11
O -9.583748 -16.402687 -15.005570 0.07 -0.01 0.03 0.25
H -7.202600 -13.221019 -11.078133 0.27 0.03 -0.09 0.08
O -7.951353 -20.444250 -13.861076 0.02 0.24 0.17 0.15
O -5.588106 -26.246069 -13.744125 -0.08 -0.29 -0.09 -0.28
H -9.260112 -12.261983 -18.928703 -0.32 0.63 0.25 0.11
C -3.906242 -16.231234 -10.486653 0.24 0.22 0.24 -0.12
O -12.451008 -10.584859 -12.927717 -0.03 -0.13 0.25 -0.21
H -3.385901 -25.886493 -12.283855 0.11 0.05 0.09 0.06
B -8.330100 -17.154833 -14.862375 0.06 -0.08 0.39 -0.89
O -7.196539 -19.868622 -16.655991 -0.05 0.01 0.25 0.15
H -6.373010 -11.682782 -15.077143 0.16 -0.77 0.25 0.07
H -5.898834 -10.275139 -21.133507 0.13 0.01 0.14 0.08
H -4.967150 -17.109850 -13.562808 -0.25 0.15 0.06 0.10
O -2.025619 -17.134192 -17.267440 0.32 0.86 0.45 -0.21
C -8.023727 -19.367057 -14.380424 0.04 -0.53 -0.38 -0.38
C -10.996627 -11.038944 -14.648081 -0.62 -0.57 -1.14 -0.18
C -10.312450 -25.446890 -12.839962 -0.12 0.07 0.18 -0.10
H -10.833106 -26.144216 -12.193829 0.06 -0.14 -0.13 0.09
H -2.835517 -24.907761 -13.695532 0.07 -0.26 0.01 0.06
H -8.970449 -26.882445 -13.697855 -0.34 -0.12 -0.38 0.10
O -9.268587 -13.528259 -9.626501 -0.12 -0.21 -0.03 -0.26
O -8.447205 -11.095338 -16.567576 -0.51 0.12 -0.19 -0.26
H -6.025818 -14.524845 -10.614884 -0.04 0.08 0.23 0.05
H -10.852399 -12.098679 -11.148095 -0.21 -0.06 0.24 0.06
O -13.384012 -13.125776 -19.674010 -0.52 -0.64 -0.82 -0.21
O -4.110215 -18.420889 -17.390979 0.02 -0.02 0.36 -0.18
C -5.091346 -17.633811 -18.048472 -0.98 0.15 -0.95 -0.16
H -10.404533 -12.921278 -16.711771 0.06 0.12 0.01 0.09
O -7.350116 -13.832649 -8.234842 0.10 0.03 0.26 -0.27
H -12.961355 -10.060631 -14.833205 0.12 -0.19 -0.44 0.13
H -4.166213 -15.876088 -19.104392 -0.06 -0.06 0.33 0.12
C -5.504288 -22.883950 -15.143364 0.00 -0.38 -0.90 -0.23
C -4.392136 -16.937197 -19.223949 0.46 0.27 -0.39 -0.15
C -3.500530 -24.960926 -12.838910 -0.21 0.08 -0.22 -0.11
O -6.600212 -9.460339 -16.851603 0.27 0.35 0.27 -0.25
C -10.223996 -12.762207 -18.916881 0.46 -0.78 0.09 -0.16
C -4.891687 -18.429978 -10.472480 0.12 0.20 0.61 -0.08
H -5.935931 -22.397683 -14.274483 0.01 -0.27 0.19 0.10
H -7.458822 -14.922543 -11.553316 -0.04 0.08 0.06 0.06
C -4.825635 -17.166475 -12.490591 0.00 0.27 -0.28 -0.09
S -7.111102 -10.782876 -16.944422 0.28 -1.11 -0.35 0.58
C -4.449665 -22.051646 -15.815225 0.68 0.09 -0.30 -0.06
O -7.345628 -16.150766 -14.403781 0.25 -0.17 -0.20 0.22
C -4.222271 -17.400023 -9.810218 -0.32 -0.31 -0.30 -0.09
O -8.451846 -18.235417 -13.868013 -0.05 0.03 0.14 0.25
O -11.918807 -8.222637 -13.189121 -0.12 0.51 -0.15 -0.23
O -10.254318 -14.324967 -14.513190 -0.55 0.65 0.08 0.14
O -7.868358 -17.805992 -16.088202 -0.08 0.18 -0.17 0.22
H -5.277537 -11.913656 -21.152571 0.05 -0.10 0.17 0.07
H -11.179773 -23.675955 -11.890974 -0.17 -0.40 0.07 0.10
H -4.817303 -21.057428 -16.059918 -0.14 0.06 0.19 0.06
O -11.343397 -11.895908 -19.102867 0.20 0.34 -0.09 -0.17
H -4.109025 -22.482355 -16.760651 -0.19 -0.17 0.07 0.08
H -9.884875 -13.151938 -12.153768 -0.27 0.13 -0.26 0.07
C -5.741448 -11.144169 -19.141416 0.51 0.20 -0.79 -0.26
H -10.584930 -11.997664 -14.347647 0.00 -0.06 0.17 0.10
H -5.065836 -11.946175 -18.836689 -0.18 -0.02 0.36 0.12
H -10.872886 -10.922797 -15.726005 0.53 0.37 0.16 0.11
H -3.350912 -24.076763 -12.226623 -0.03 -0.05 0.13 0.07
O -8.484460 -15.818297 -9.216528 0.03 -0.23 0.13 -0.28
H -5.849526 -18.287869 -18.479958 0.13 -0.35 0.38 0.13
C -5.197412 -18.317377 -11.820103 0.44 -0.19 0.03 -0.07
C -9.411823 -15.160245 -14.582635 0.34 -0.44 -0.40 -0.38
C -7.634448 -19.093073 -15.854072 0.10 0.07 -0.30 -0.36
H -13.074227 -11.813739 -14.422635 0.16 -0.11 -0.34 0.14
O -5.943054 -24.062294 -12.615819 -0.26 0.01 0.19 -0.27
H -6.258879 -12.966023 -16.394924 -0.07 -0.13 0.14 0.07
C -9.766723 -23.170026 -13.359900 0.10 0.34 -0.47 -0.09
H -10.179852 -13.514128 -19.713770 -0.29 0.15 -0.11 0.14
H -5.279226 -10.180363 -18.930595 -0.01 -0.05 0.30 0.12
H -4.938395 -17.063746 -20.155047 -0.06 -0.02 0.05 0.13
O -10.732150 -9.522472 -11.502517 0.30 -0.37 0.78 -0.21
```
Positions in Å, forces in eV/Å.